Molecular formula: C38H96INO9Si2
Method: DFT, ωB97M-V/def2-TZVPD

```
147
Properties=species:S:1:pos:R:3
C -3.10 2.16 6.40
C -4.27 1.53 5.41
C -4.38 2.54 4.10
C -5.43 1.95 2.97
C -4.81 0.66 2.15
C -3.69 1.14 1.00
C -2.77 -0.17 0.64
C -2.54 -0.37 -1.01
C -1.07 0.23 -1.43
C -0.38 -0.55 -2.73
C 1.18 -0.85 -2.31
C 2.15 -1.34 -3.53
Si 3.72 -0.25 -3.81
O 4.54 -0.92 -5.23
Si 5.74 0.19 -5.88
N 6.08 -0.38 -7.59
C 7.46 0.12 -4.97
C 7.99 -1.43 -4.71
C 9.63 -1.46 -4.41
C 10.37 -2.04 -5.76
C 9.99 -2.30 -3.04
O 5.22 1.86 -6.02
C 6.14 2.51 -6.99
C 6.34 4.12 -6.74
C 5.20 4.82 -5.80
C 5.42 4.55 -4.19
C 4.98 -0.27 -2.35
I 4.39 -1.47 -0.62
C 5.27 1.34 -1.99
C 6.62 1.41 -1.05
H -2.04 1.79 6.05
H -3.19 3.34 6.40
H -3.26 1.81 7.51
H -3.90 0.45 5.07
H -5.29 1.48 6.01
H -3.30 2.70 3.67
H -4.80 3.56 4.51
H -6.43 1.70 3.55
H -5.63 2.84 2.20
H -5.62 0.04 1.56
H -4.20 0.00 2.92
H -4.21 1.64 0.08
H -3.05 1.98 1.52
H -3.28 -1.11 1.13
H -1.73 0.00 1.19
H -2.68 -1.50 -1.30
H -3.39 0.29 -1.51
H -0.35 0.02 -0.50
H -1.12 1.40 -1.57
H -0.52 0.03 -3.74
H -0.93 -1.59 -2.80
H 1.14 -1.76 -1.53
H 1.64 0.06 -1.68
H 2.49 -2.47 -3.44
H 1.50 -1.28 -4.53
H 3.33 1.11 -4.17
H 7.09 -0.12 -7.75
H 5.46 0.11 -8.27
H 7.28 0.67 -3.93
H 8.27 0.79 -5.53
H 7.49 -1.95 -3.78
H 7.69 -2.06 -5.66
H 9.99 -0.35 -4.24
H 9.89 -1.46 -6.68
H 11.52 -1.75 -5.72
H 10.23 -3.20 -5.86
H 9.78 -1.67 -2.06
H 11.15 -2.59 -3.01
H 9.41 -3.33 -2.94
H 5.74 2.39 -8.11
H 7.22 2.03 -6.99
H 6.38 4.64 -7.82
H 7.43 4.28 -6.29
H 4.11 4.53 -6.18
H 5.28 6.00 -5.98
H 5.46 5.57 -3.58
H 4.54 3.89 -3.80
H 6.43 3.95 -4.08
H 5.98 -0.74 -2.77
H 5.47 1.85 -3.04
H 4.33 1.84 -1.51
H 7.16 2.43 -1.29
H 6.27 1.31 0.06
H 7.36 0.52 -1.28
C 3.47 -0.70 3.82
C 2.55 0.42 3.38
O 3.29 1.41 2.68
H 4.27 -0.31 4.47
H 2.92 -1.47 4.37
H 3.96 -1.16 2.96
H 2.08 0.89 4.25
H 1.76 0.04 2.73
H 3.70 0.98 1.91
C -7.17 6.42 6.02
C -6.08 5.75 6.82
O -5.15 5.13 5.94
H -7.69 5.70 5.38
H -7.90 6.90 6.68
H -6.75 7.18 5.35
H -6.50 4.97 7.47
H -5.54 6.47 7.44
H -4.77 5.82 5.38
C -2.54 -1.12 -7.31
C -1.74 -1.18 -6.02
O -2.24 -0.23 -5.09
H -2.49 -0.11 -7.74
H -2.17 -1.84 -8.04
H -3.60 -1.33 -7.11
H -0.69 -0.94 -6.22
H -1.79 -2.17 -5.57
H -3.17 -0.45 -4.92
C 11.28 -3.98 -9.98
C 11.35 -4.82 -8.73
O 10.22 -4.57 -7.91
H 11.23 -2.91 -9.73
H 12.15 -4.15 -10.62
H 10.38 -4.21 -10.55
H 12.25 -4.57 -8.15
H 11.39 -5.89 -8.97
H 9.43 -4.81 -8.43
C -6.38 -0.83 9.72
C -6.31 -0.04 8.42
O -5.36 -0.64 7.54
H -5.40 -0.86 10.20
H -7.10 -0.38 10.41
H -6.68 -1.87 9.52
H -5.99 0.98 8.62
H -7.28 -0.02 7.92
H -5.66 -1.55 7.37
C -10.97 -2.61 8.12
C -9.70 -1.78 8.20
O -8.79 -2.18 7.19
H -10.74 -3.68 8.23
H -11.68 -2.32 8.90
H -11.45 -2.49 7.14
H -9.21 -1.92 9.17
H -9.92 -0.72 8.08
H -9.23 -2.04 6.33
C -15.61 -5.05 8.41
C -14.35 -4.22 8.50
O -13.44 -4.62 7.48
H -15.38 -6.11 8.52
H -16.32 -4.76 9.19
H -16.09 -4.92 7.44
H -13.86 -4.36 9.47
H -14.57 -3.15 8.38
H -13.88 -4.48 6.63
```

## Properties
Energy above the lowest of the compared OMol25 structures with the same formula, charge and spin (eV): 11.104
HOMO energy (eV): -9.122

***

Molecular formula: C38H97N7O12
Method: DFT, ωB97M-V/def2-TZVPD

```
154
Properties=species:S:1:pos:R:3
C 3.07 20.60 -18.37
O 3.97 21.25 -17.49
C 3.81 22.65 -17.44
C 5.15 23.34 -17.50
C 5.07 24.82 -17.22
N 5.89 23.05 -18.75
H 2.07 21.05 -18.32
H 2.99 19.58 -18.01
H 3.37 20.67 -19.42
H 3.14 23.03 -18.22
H 3.34 22.91 -16.48
H 5.78 22.86 -16.74
H 4.40 25.04 -16.39
H 4.67 25.37 -18.09
H 6.07 25.25 -17.15
H 5.68 23.78 -19.44
H 5.49 22.21 -19.15
C -1.77 16.08 -23.91
O -2.82 15.39 -23.27
C -3.05 14.10 -23.78
C -4.52 13.80 -23.81
C -5.21 13.66 -22.44
N -4.74 12.60 -24.65
H -1.61 17.01 -23.37
H -2.06 16.28 -24.94
H -0.82 15.54 -23.76
H -2.73 14.07 -24.83
H -2.44 13.33 -23.28
H -5.12 14.60 -24.24
H -6.29 13.71 -22.60
H -4.97 14.49 -21.78
H -4.93 12.72 -21.94
H -4.73 11.80 -24.02
H -5.69 12.51 -25.00
C 0.18 30.11 -13.03
O -0.46 29.26 -13.95
C -1.56 28.53 -13.42
C -1.98 27.53 -14.47
N -2.71 28.19 -15.58
C -3.48 27.22 -16.35
C -2.66 26.17 -17.12
O -1.64 26.72 -17.90
C -2.11 27.16 -19.16
H 1.25 30.07 -13.25
H 0.13 29.79 -11.99
H -0.22 31.11 -13.16
H -2.41 29.18 -13.22
H -1.19 27.95 -12.56
H -2.66 26.81 -13.98
H -1.15 26.93 -14.87
H -1.95 28.49 -16.19
H -3.95 27.79 -17.17
H -4.28 26.78 -15.75
H -3.37 25.48 -17.60
H -2.25 25.53 -16.33
H -2.94 27.88 -19.10
H -2.54 26.38 -19.80
H -1.24 27.64 -19.60
C -1.17 19.91 -21.93
O -2.21 19.37 -21.13
C -2.13 19.73 -19.75
C -2.23 21.23 -19.54
N -0.98 21.98 -19.56
C -1.22 23.40 -19.35
C 0.11 24.10 -19.56
O 0.52 23.92 -20.90
C 1.70 24.56 -21.20
H -1.55 20.85 -22.37
H -1.08 19.22 -22.77
H -0.26 20.04 -21.34
H -1.24 19.25 -19.33
H -2.96 19.25 -19.24
H -2.80 21.40 -18.62
H -2.95 21.62 -20.28
H -0.59 21.91 -20.50
H -1.57 23.62 -18.34
H -1.82 23.89 -20.14
H 0.85 23.65 -18.88
H 0.09 25.16 -19.28
H 2.10 24.24 -22.15
H 2.53 24.43 -20.47
H 1.63 25.66 -21.13
C -4.09 24.27 -21.95
O -3.73 22.94 -22.22
C -4.67 22.08 -22.78
C -5.47 21.25 -21.81
N -5.66 19.91 -22.38
C -6.52 19.05 -21.55
C -6.89 17.81 -22.31
O -8.18 17.97 -22.90
C -8.47 16.98 -23.82
H -4.56 24.31 -20.96
H -4.89 24.62 -22.61
H -3.26 24.96 -22.07
H -4.23 21.40 -23.53
H -5.28 22.61 -23.55
H -6.50 21.60 -21.65
H -5.02 21.16 -20.81
H -4.76 19.44 -22.43
H -7.38 19.60 -21.18
H -5.94 18.71 -20.68
H -6.96 16.94 -21.63
H -6.21 17.45 -23.09
H -7.74 16.90 -24.63
H -9.44 17.19 -24.28
H -8.60 16.01 -23.31
C -0.40 30.01 -20.76
O 0.29 29.41 -21.82
C -0.12 28.07 -22.07
C 0.60 27.64 -23.33
N -0.02 26.43 -23.88
C 0.55 26.12 -25.22
C 0.00 24.81 -25.70
O -1.41 24.81 -25.66
C -1.92 23.56 -25.26
H -1.46 30.22 -20.95
H 0.11 30.95 -20.55
H -0.34 29.43 -19.82
H -1.21 28.02 -22.16
H 0.21 27.46 -21.22
H 1.67 27.52 -23.18
H 0.54 28.46 -24.07
H -0.99 26.65 -24.07
H 1.63 26.18 -25.15
H 0.19 26.96 -25.83
H 0.46 23.98 -25.16
H 0.37 24.64 -26.72
H -1.42 22.78 -25.85
H -2.97 23.55 -25.52
H -1.75 23.33 -24.20
C -5.39 26.61 -11.76
O -4.57 25.63 -12.34
C -5.27 24.73 -13.18
C -4.30 24.18 -14.21
N -4.83 23.13 -15.07
C -3.75 22.32 -15.69
C -3.52 21.01 -14.96
O -2.60 21.29 -13.91
C -2.42 20.23 -13.00
H -4.77 27.27 -11.16
H -6.05 26.14 -11.01
H -5.97 27.18 -12.49
H -6.05 25.33 -13.67
H -5.74 23.91 -12.62
H -3.50 23.84 -13.54
H -3.95 25.00 -14.84
H -5.47 22.55 -14.55
H -2.82 22.88 -15.60
H -4.09 22.20 -16.72
H -3.11 20.20 -15.57
H -4.47 20.74 -14.49
H -1.92 19.39 -13.51
H -3.34 19.87 -12.53
H -1.73 20.61 -12.25
```

## Properties
Energy above the lowest of the compared OMol25 structures with the same formula, charge and spin (eV): 2.181
Structure (SMILES): COC[C@H](C)N.COC[C@H](C)N.COCCNCCOC.COCCNCCOC.COCCNCCOC.COCCNCCOC.COCCNCCOC
HOMO energy (eV): -8.795

***

Molecular formula: C38H99Cl3N10O10
Method: DFT, ωB97M-V/def2-TZVPD

```
160
Properties=species:S:1:pos:R:3
C -12.18 25.84 37.30
Cl -12.75 27.23 38.33
Cl -10.45 25.38 37.67
Cl -12.27 26.39 35.63
H -12.87 25.03 37.54
C -3.66 19.86 36.70
C -4.57 18.57 36.55
C -3.93 17.24 36.87
O -4.73 16.13 36.55
C -4.24 15.58 35.44
N -5.78 18.87 37.24
H -3.37 20.01 37.74
H -4.06 20.79 36.31
H -2.72 19.79 36.15
H -4.88 18.53 35.50
H -4.03 17.37 37.95
H -2.85 17.08 36.87
H -4.33 16.31 34.64
H -4.88 14.73 35.21
H -3.32 14.99 35.47
H -6.34 18.03 37.22
H -6.21 19.60 36.69
C -17.64 25.03 37.66
C -16.20 24.77 38.30
C -16.42 24.94 39.84
O -15.27 25.11 40.62
C -14.48 23.97 40.84
N -15.77 23.45 37.90
H -18.46 24.35 37.91
H -17.57 25.14 36.58
H -18.09 25.97 37.98
H -15.46 25.53 38.06
H -17.08 24.20 40.28
H -16.89 25.89 40.08
H -14.17 23.53 39.89
H -14.93 23.12 41.35
H -13.54 24.38 41.21
H -15.38 23.56 36.98
H -16.59 22.85 37.90
C -7.73 19.12 41.27
C -6.38 19.91 41.02
C -5.05 19.11 41.14
O -3.85 19.91 40.80
C -2.72 19.30 41.41
N -6.55 20.40 39.65
H -7.66 18.25 40.62
H -8.64 19.65 40.98
H -7.85 18.86 42.32
H -6.27 20.73 41.73
H -4.99 18.28 40.44
H -5.02 18.63 42.12
H -1.78 19.82 41.22
H -2.61 18.27 41.06
H -2.95 19.34 42.47
H -6.62 19.62 39.02
H -5.64 20.82 39.49
C -5.38 25.47 39.68
C -6.89 25.55 39.43
C -7.35 26.84 38.66
O -7.00 27.91 39.51
C -7.18 29.14 38.93
N -7.25 24.34 38.75
H -4.95 24.85 38.89
H -5.25 24.99 40.65
H -5.05 26.51 39.63
H -7.47 25.58 40.35
H -8.40 26.81 38.36
H -6.73 26.91 37.77
H -6.59 29.17 38.02
H -6.80 29.90 39.61
H -8.21 29.25 38.58
H -7.22 23.49 39.30
H -8.22 24.46 38.48
C -15.10 17.86 42.65
C -15.22 17.47 41.14
C -13.99 17.76 40.31
O -13.56 19.16 40.04
C -14.53 19.97 39.42
N -15.55 16.00 41.08
H -16.09 18.17 42.99
H -14.38 18.67 42.74
H -14.72 17.05 43.28
H -16.01 18.07 40.67
H -14.11 17.36 39.30
H -13.12 17.31 40.78
H -14.10 20.96 39.28
H -15.49 20.21 39.89
H -14.86 19.64 38.44
H -15.79 15.72 40.13
H -14.83 15.41 41.48
C -9.92 19.61 37.30
C -9.56 21.04 37.52
C -10.09 21.53 38.94
O -9.57 22.86 39.24
C -9.95 23.48 40.45
N -8.13 21.26 37.32
H -10.99 19.40 37.32
H -9.49 18.93 38.04
H -9.51 19.30 36.34
H -10.10 21.60 36.76
H -9.90 20.78 39.70
H -11.18 21.57 38.99
H -9.84 24.53 40.20
H -9.29 23.32 41.30
H -10.99 23.37 40.76
H -7.52 21.09 38.10
H -8.07 22.27 37.39
C -6.23 22.68 30.71
C -6.95 23.47 31.77
C -6.17 23.49 33.17
O -6.92 24.43 34.00
C -6.38 24.38 35.29
N -6.95 24.85 31.35
H -5.17 22.88 30.60
H -6.75 22.87 29.77
H -6.22 21.62 30.96
H -7.99 23.15 31.83
H -5.12 23.75 33.04
H -6.14 22.52 33.66
H -6.79 25.08 36.02
H -5.32 24.62 35.19
H -6.53 23.44 35.83
H -6.07 25.23 31.68
H -7.66 25.37 31.83
C -14.92 14.95 36.61
O -15.57 15.22 37.60
N -14.20 15.91 35.94
C -13.41 15.65 34.71
C -14.06 17.37 36.47
H -14.85 13.95 36.15
H -13.70 16.32 33.91
H -13.30 14.59 34.45
H -12.38 15.96 34.91
H -14.53 18.10 35.82
H -14.64 17.54 37.38
H -13.00 17.52 36.70
C -8.60 14.52 35.11
O -9.32 13.54 34.82
N -8.69 15.76 34.55
C -9.69 16.07 33.49
C -7.80 16.88 34.95
H -7.79 14.58 35.85
H -10.39 16.73 34.01
H -10.24 15.18 33.20
H -9.19 16.50 32.62
H -6.93 16.92 34.30
H -8.42 17.76 34.86
H -7.52 16.89 36.01
C -10.24 22.82 45.08
O -10.42 23.91 45.69
N -11.06 22.31 44.12
C -10.71 21.16 43.33
C -12.22 23.13 43.67
H -9.40 22.11 45.18
H -9.97 21.18 42.54
H -11.68 20.82 42.95
H -10.39 20.41 44.05
H -13.04 22.47 43.42
H -12.63 23.90 44.33
H -12.00 23.63 42.73
```

## Properties
Net charge: +1
Spin multiplicity: 2
HOMO energy (alpha / beta) (eV): -10.063 / -10.063

***

Per-record largest force on an atom, eV/Å: 3.8, 2.8, 4.3